Formula: C26H76BF4N6O9
Source: the Open Molecules 2025 dataset
Level of theory: wB97M-V/def2-TZVPD

Positions of all 122 atoms, in Å:
B  20.09288  3.40890  7.99825
F  19.57515  4.49283  8.52506
F  20.67121  3.83004  6.82906
F  20.90165  2.88872  8.94712
F  19.13007  2.48245  7.72302
C  21.41836  6.41041  4.00794
C  22.79835  6.55120  3.39013
O  23.02374  5.36546  2.57865
H  21.36978  5.48763  4.58605
H  20.65946  6.24222  3.24381
H  21.14725  7.18874  4.72123
H  23.60714  6.61667  4.11792
H  22.86999  7.38534  2.69214
H  22.45353  5.38130  1.80649
O  22.45182  5.14331  9.34986
H  21.77299  4.48059  9.22252
H  22.38196  5.70922  8.58103
O  20.89943  6.60816  7.53456
H  20.16005  7.17288  7.30958
H  20.55184  5.71895  7.46597
C  21.18845  2.22816  2.25791
C  20.96106  2.58547  3.74255
C  20.50469  1.40304  4.61282
O  19.24483  0.82447  4.36209
C  18.15561  1.63671  4.49998
N  22.20998  3.05565  4.24962
H  21.41943  3.11689  1.67062
H  20.26656  1.79221  1.87300
H  21.89729  1.41447  2.10448
H  20.26162  3.41735  3.82537
H  20.49116  1.69475  5.66297
H  21.18221  0.55540  4.50998
H  18.03111  2.38458  3.71686
H  18.10324  2.07117  5.49828
H  17.27454  1.00665  4.37815
H  22.57148  3.81187  3.68610
H  22.02669  3.36751  5.19263
C  23.44437  -1.48030  8.51697
C  22.56097  -0.24580  8.18749
C  21.06295  -0.53701  8.37022
O  20.77002  -1.59211  7.42432
C  19.36892  -1.76777  7.18309
N  22.99284  0.83366  9.04605
H  23.21742  -1.85200  9.51618
H  24.52454  -1.33668  8.49069
H  23.13077  -2.29634  7.86594
H  22.74308  0.07503  7.16181
H  20.39738  0.32113  8.27682
H  20.83939  -0.91893  9.36633
H  19.25186  -2.54271  6.42556
H  18.94145  -0.82762  6.83453
H  18.83993  -2.03675  8.09738
H  22.82332  0.62359  10.01931
H  22.30395  1.56968  8.98429
C  16.92439  0.94440  9.71747
C  16.63201  2.40182  10.12422
C  17.60854  2.90598  11.18212
O  17.50195  4.27823  11.52317
C  16.41528  4.66848  12.33859
N  16.73896  3.13660  8.83098
H  16.69904  0.26104  10.53621
H  17.94032  0.76977  9.36324
H  16.18847  0.71040  8.94821
H  15.62713  2.47075  10.54082
H  18.60678  2.81290  10.75440
H  17.57475  2.35673  12.12302
H  16.52533  5.71113  12.63672
H  16.38333  4.13302  13.28745
H  15.51104  4.46705  11.76423
H  17.41515  2.59015  8.31692
H  17.19889  3.91776  9.27634
C  20.15692  0.61441  13.90019
C  21.14667  1.71313  13.74794
C  21.63465  1.83143  12.32442
O  22.23949  0.58640  11.84880
C  23.60196  0.38140  12.26201
N  20.53601  3.01139  14.05917
H  19.38675  0.50648  13.13646
H  19.56295  0.68870  14.81111
H  20.72203  -0.31619  13.84769
H  21.98208  1.47607  14.40672
H  22.18912  2.76122  12.19735
H  20.77297  1.88000  11.65865
H  23.95373  -0.45641  11.65999
H  23.71884  0.18812  13.32834
H  24.14721  1.29750  12.03491
H  19.87069  3.02755  14.81890
H  19.97990  3.24979  13.25046
C  18.08380  10.50139  7.38383
C  19.15883  10.11261  6.42215
C  18.70356  8.92781  5.54787
O  18.58219  7.81678  6.38751
C  18.14262  6.64776  5.66437
N  19.47244  11.26169  5.58643
H  17.33618  11.14070  6.91431
H  18.43540  11.11168  8.21572
H  17.50183  9.63593  7.70067
H  20.06655  9.77839  6.92457
H  19.44855  8.73457  4.77602
H  17.80737  9.21277  4.99675
H  18.63838  5.71375  5.92886
H  18.21334  6.76907  4.58345
H  17.05833  6.58886  5.75884
H  20.33542  10.96532  5.15337
H  19.79489  12.06210  6.11127
C  17.02579  6.60432  8.99198
C  18.18659  7.29490  9.69549
C  17.57051  8.21551  10.74941
O  18.62922  8.96497  11.42478
C  18.07236  10.08137  12.08074
N  19.09741  6.38019  10.28444
H  17.36693  5.77130  8.37733
H  16.47104  7.32870  8.39563
H  16.31832  6.11289  9.65989
H  18.76521  7.88290  8.98306
H  17.02047  7.58863  11.45124
H  16.88195  8.91705  10.27843
H  17.54397  10.74147  11.39285
H  18.94415  10.64819  12.40752
H  17.58100  9.75765  12.99827
H  18.44146  5.94521  10.91739
H  19.42078  5.69334  9.61829

## Properties
Relative energy (zero: lowest compared OMol25 entry of this formula, charge and spin)   0.00 kJ/mol
Total charge   -1
Max |F|   0.07782 Eh/bohr
Kohn-Sham gap   0.299 hartree
HOMO energy   -5.704 eV

Results of the Löwdin charge analysis, in e, for atoms 1 through 99: atom 1 (B): -1.528, atom 2 (F): 0.187, atom 3 (F): 0.170, atom 4 (F): 0.175, atom 5 (F): 0.148, atom 6 (C): -0.083, atom 7 (C): -0.254, atom 8 (O): -0.122, atom 9 (H): 0.055, atom 10 (H): 0.079, atom 11 (H): 0.059, atom 12 (H): 0.119, atom 13 (H): 0.102, atom 14 (H): 0.074, atom 15 (O): -0.050, atom 16 (H): -0.020, atom 17 (H): 0.001, atom 18 (O): -0.037, atom 19 (H): 0.002, atom 20 (H): -0.002, atom 21 (C): -0.045, atom 22 (C): -0.444, atom 23 (C): -0.174, atom 24 (O): -0.182, atom 25 (C): -0.144, atom 26 (N): 0.044, atom 27 (H): 0.058, atom 28 (H): 0.066, atom 29 (H): 0.080, atom 30 (H): 0.119, atom 31 (H): 0.105, atom 32 (H): 0.133, atom 33 (H): 0.081, atom 34 (H): 0.083, atom 35 (H): 0.086, atom 36 (H): 0.029, atom 37 (H): 0.057, atom 38 (C): -0.058, atom 39 (C): -0.407, atom 40 (C): -0.170, atom 41 (O): -0.206, atom 42 (C): -0.098, atom 43 (N): 0.061, atom 44 (H): 0.063, atom 45 (H): 0.070, atom 46 (H): 0.063, atom 47 (H): 0.135, atom 48 (H): 0.101, atom 49 (H): 0.122, atom 50 (H): 0.084, atom 51 (H): 0.074, atom 52 (H): 0.076, atom 53 (H): 0.021, atom 54 (H): 0.044, atom 55 (C): -0.060, atom 56 (C): -0.407, atom 57 (C): -0.184, atom 58 (O): -0.234, atom 59 (C): -0.090, atom 60 (N): 0.078, atom 61 (H): 0.070, atom 62 (H): 0.070, atom 63 (H): 0.081, atom 64 (H): 0.120, atom 65 (H): 0.124, atom 66 (H): 0.120, atom 67 (H): 0.079, atom 68 (H): 0.083, atom 69 (H): 0.088, atom 70 (H): 0.030, atom 71 (H): 0.022, atom 72 (C): -0.078, atom 73 (C): -0.453, atom 74 (C): -0.164, atom 75 (O): -0.237, atom 76 (C): -0.088, atom 77 (N): 0.049, atom 78 (H): 0.074, atom 79 (H): 0.074, atom 80 (H): 0.077, atom 81 (H): 0.130, atom 82 (H): 0.139, atom 83 (H): 0.116, atom 84 (H): 0.082, atom 85 (H): 0.076, atom 86 (H): 0.094, atom 87 (H): 0.063, atom 88 (H): 0.057, atom 89 (C): -0.061, atom 90 (C): -0.441, atom 91 (C): -0.215, atom 92 (O): -0.222, atom 93 (C): -0.063, atom 94 (N): 0.031, atom 95 (H): 0.080, atom 96 (H): 0.081, atom 97 (H): 0.067, atom 98 (H): 0.142, atom 99 (H): 0.108


Formula: C21H26N4O3S
Source: the Open Molecules 2025 dataset
Level of theory: wB97M-V/def2-TZVPD

Positions of all 55 atoms, in Å:
O  -2.00816  -0.56697  3.71413
C  -1.64174  0.08717  2.76797
C  -0.26322  0.05404  2.17490
C  0.54256  -1.12796  2.72554
C  1.75268  -1.34017  1.84638
O  2.78458  -0.71090  2.04858
N  1.65742  -2.20306  0.80911
C  2.84123  -2.35955  -0.02691
C  2.90623  -1.25700  -1.10093
O  2.57531  -1.47747  -2.25060
N  3.34310  -0.08927  -0.60915
C  3.34364  1.18497  -1.30824
C  1.91589  1.69416  -1.61668
C  1.77224  1.57974  -3.13276
C  3.17536  1.90749  -3.63184
C  4.06657  1.12479  -2.66921
C  0.48639  -3.01028  0.50265
C  -0.70052  -2.23605  -0.02410
C  -1.93616  -2.32140  0.60497
C  -3.02637  -1.62767  0.10890
C  -2.89287  -0.83867  -1.02048
C  -1.66635  -0.75423  -1.65757
C  -0.57819  -1.45450  -1.16794
N  -2.54892  0.93728  2.15961
C  -2.43542  1.66277  1.01109
N  -1.37087  1.87275  0.32183
C  -1.62596  2.61907  -0.78158
C  -2.91302  3.00301  -0.94910
S  -3.89159  2.40355  0.33941
H  0.23881  0.99769  2.39830
H  -0.35458  -0.00044  1.08951
H  -0.09436  -2.00669  2.78648
H  0.89499  -0.88946  3.72974
H  2.81089  -3.32988  -0.52287
H  3.72591  -2.30029  0.61344
H  3.46407  -0.05505  0.39915
H  3.85167  1.88180  -0.63710
H  1.16523  1.11834  -1.07629
H  1.83002  2.73736  -1.30849
H  1.01107  2.24779  -3.53574
H  1.52556  0.55334  -3.40299
H  3.33318  1.61482  -4.66823
H  3.36473  2.97919  -3.53991
H  5.07676  1.52673  -2.60885
H  4.12404  0.08809  -2.99408
H  0.18966  -3.57886  1.39093
H  0.78660  -3.73070  -0.26279
H  -2.05431  -2.93490  1.48678
H  -3.98197  -1.70671  0.60646
H  -3.74450  -0.29887  -1.40858
H  -1.55640  -0.14715  -2.54372
H  0.36602  -1.40443  -1.68651
H  -3.47127  0.91880  2.58083
H  -0.80976  2.85477  -1.43809
H  -3.34558  3.59411  -1.72925

## Properties
Relative energy (zero: lowest compared OMol25 entry of this formula, charge and spin)   9.40 kJ/mol
Total charge   0
SMILES   O=C(CCC(=O)N(CC(=O)NC1CCCC1)Cc1ccccc1)Nc1nccs1
Max |F|   0.02232 Eh/bohr
Kohn-Sham gap   0.341 hartree
HOMO energy   -8.790 eV

Charge distribution, natural (NBO) scheme, values in e: atom 1 (O): -0.590, atom 2 (C): 0.715, atom 3 (C): -0.521, atom 4 (C): -0.484, atom 5 (C): 0.705, atom 6 (O): -0.670, atom 7 (N): -0.426, atom 8 (C): -0.305, atom 9 (C): 0.673, atom 10 (O): -0.658, atom 11 (N): -0.623, atom 12 (C): -0.034, atom 13 (C): -0.426, atom 14 (C): -0.410, atom 15 (C): -0.396, atom 16 (C): -0.422, atom 17 (C): -0.235, atom 18 (C): -0.049, atom 19 (C): -0.179, atom 20 (C): -0.231, atom 21 (C): -0.222, atom 22 (C): -0.189, atom 23 (C): -0.230, atom 24 (N): -0.634, atom 25 (C): 0.276, atom 26 (N): -0.500, atom 27 (C): -0.030, atom 28 (C): -0.457, atom 29 (S): 0.350, atom 30 (H): 0.255, atom 31 (H): 0.272, atom 32 (H): 0.225, atom 33 (H): 0.247, atom 34 (H): 0.220, atom 35 (H): 0.234, atom 36 (H): 0.439, atom 37 (H): 0.205, atom 38 (H): 0.224, atom 39 (H): 0.202, atom 40 (H): 0.200, atom 41 (H): 0.220, atom 42 (H): 0.213, atom 43 (H): 0.190, atom 44 (H): 0.208, atom 45 (H): 0.233, atom 46 (H): 0.207, atom 47 (H): 0.228, atom 48 (H): 0.209, atom 49 (H): 0.215, atom 50 (H): 0.218, atom 51 (H): 0.218, atom 52 (H): 0.243, atom 53 (H): 0.417, atom 54 (H): 0.218, atom 55 (H): 0.245